1.
{
  "formula": "C39H40CrN6O4Sb2",
  "method": "wB97M-V/def2-TZVPD",
  "e_lumo_ha": [-0.0268, -0.0264],
  "multiplicity": 5,
  "s_squared": 6.06,
  "orbital_gap_ev": [6.051, 6.128],
  "species": ["Cr", "N", "C", "N", "C", "N", "N", "C", "C", "C", "C", "C", "C", "N", "C", "C", "C", "C", "C", "C", "H", "H", "H", "H", "H", "H", "H", "H", "H", "H", "H", "C", "Sb", "C", "C", "C", "C", "C", "C", "C", "C", "C", "Sb", "C", "C", "H", "H", "H", "H", "H", "H", "H", "H", "H", "H", "H", "H", "H", "H", "H", "H", "H", "H", "H", "H", "O", "C", "O", "C", "C", "C", "C", "C", "C", "N", "O", "O", "H", "H", "H", "H", "C", "C", "C", "C", "C", "C", "H", "H", "H", "H", "H"],
  "positions_angstrom": [[-1.609, 0.428, 0.664], [-4.001, 2.165, -2.257], [-3.109, 1.400, -1.689], [-2.631, 1.718, -0.482], [-3.058, 2.904, 0.235], [-2.646, 3.074, 1.456], [-2.090, 1.879, 1.865], [-1.593, 1.919, 3.093], [-1.009, 0.782, 3.564], [-0.426, 0.663, 4.865], [0.384, -0.373, 5.138], [0.670, -1.498, 4.207], [0.010, -1.234, 2.867], [-0.759, -0.218, 2.622], [-3.890, 3.826, -0.521], [-4.092, 5.142, -0.138], [-4.950, 5.915, -0.925], [-5.388, 5.508, -2.171], [-5.021, 4.289, -2.593], [-4.291, 3.432, -1.796], [-4.270, 1.979, -3.228], [-2.768, 0.467, -2.122], [-1.858, 2.718, 3.806], [-0.547, 1.523, 5.464], [0.842, -0.576, 6.100], [0.170, -2.407, 4.633], [0.222, -1.927, 2.045], [-3.731, 5.489, 0.795], [-5.335, 6.886, -0.618], [-6.108, 6.077, -2.686], [-5.384, 3.938, -3.562], [4.741, 1.416, -0.475], [3.761, 0.001, 0.818], [2.155, -1.856, 4.096], [4.769, -1.707, 0.156], [3.807, -2.829, 0.402], [3.795, -3.648, 1.517], [2.787, -4.593, 1.749], [1.796, -4.737, 0.839], [1.834, -3.970, -0.271], [2.802, -3.044, -0.538], [2.744, -2.346, -1.900], [4.429, -3.167, -3.160], [4.712, -5.080, -2.227], [3.028, -3.783, -4.664], [5.548, 1.872, 0.099], [4.080, 2.204, -0.815], [5.112, 0.716, -1.185], [2.795, -1.120, 3.643], [2.275, -2.708, 3.381], [2.484, -2.188, 5.081], [5.765, -1.932, 0.583], [4.890, -1.564, -0.919], [4.542, -3.554, 2.256], [2.768, -5.204, 2.658], [0.879, -5.326, 1.109], [1.008, -4.004, -0.946], [2.841, -1.273, -1.831], [1.813, -2.421, -2.477], [4.982, -5.876, -3.014], [3.764, -5.290, -1.792], [5.404, -5.167, -1.422], [3.550, -4.045, -5.593], [2.306, -3.000, -4.867], [2.482, -4.623, -4.223], [1.528, 0.540, -2.143], [0.756, 0.882, -1.241], [-0.040, 0.070, -0.575], [0.437, 2.337, -0.974], [0.025, 3.142, -2.023], [-0.453, 4.386, -1.863], [-0.534, 4.874, -0.532], [-0.078, 4.081, 0.538], [0.326, 2.760, 0.312], [-1.001, 6.184, -0.234], [-1.368, 6.856, -1.195], [-1.193, 6.501, 0.938], [0.015, 2.793, -3.030], [-0.852, 4.954, -2.669], [-0.117, 4.450, 1.584], [0.742, 2.172, 1.091], [-3.823, -3.671, -0.284], [-2.479, -3.535, -0.643], [-1.818, -2.340, -0.436], [-2.520, -1.246, 0.100], [-3.911, -1.325, 0.151], [-4.615, -2.560, 0.048], [-4.260, -4.644, -0.402], [-1.974, -4.332, -1.124], [-0.726, -2.240, -0.610], [-4.578, -0.468, 0.323], [-5.677, -2.664, 0.200]],
  "atomic_forces_ev_per_a": [[1.70, 0.13, 0.19], [-0.44, -0.36, -2.44], [1.17, 0.28, 3.20], [-0.91, -0.30, -0.88], [0.45, -0.38, -0.15], [-1.42, -1.19, -1.72], [-0.12, 1.28, -0.58], [-0.32, -1.23, 2.34], [0.49, 0.66, 0.13], [1.14, -1.15, -0.60], [-0.23, 0.14, 0.78], [-0.96, -0.29, -0.64], [-0.31, 0.83, 0.07], [0.63, -1.16, -1.34], [1.48, 0.11, -0.39], [-1.82, 0.18, -0.83], [0.27, 0.98, 0.59], [0.03, 0.26, 1.53], [-0.24, -1.77, -1.71], [-0.50, 0.93, 0.71], [0.13, -0.08, 0.69], [-0.12, 0.11, -0.21], [0.34, -0.10, -0.69], [-0.14, 0.53, 1.16], [-0.04, 0.71, 0.23], [0.29, 0.35, -0.39], [-0.20, 0.17, 0.11], [0.31, 0.26, 0.72], [0.52, -0.09, 0.37], [-0.47, 0.73, -0.76], [0.19, -0.05, 0.16], [-0.08, 0.01, 1.39], [-0.83, 1.30, 0.96], [-0.43, -1.50, -0.79], [0.97, -1.33, -0.09], [0.13, -0.14, -0.45], [-0.56, -0.49, 0.05], [1.35, -0.08, 1.09], [-2.18, -1.18, 1.29], [-1.10, 0.35, -1.22], [-0.43, 0.78, -1.73], [0.83, -0.54, 0.50], [-0.10, 1.02, 0.06], [-0.01, -1.05, -1.76], [0.17, -0.47, 0.06], [0.15, -0.06, -0.18], [-0.12, -0.21, -0.42], [0.41, 0.17, -1.17], [0.12, 0.84, 0.31], [-0.27, 0.39, 0.77], [0.34, 0.19, -0.12], [-0.50, 0.40, -0.03], [0.20, -0.03, 0.02], [0.90, 0.26, 0.73], [0.24, 0.36, -0.25], [1.11, 0.32, -0.58], [-0.43, -0.23, -0.56], [0.49, 0.33, 0.10], [0.12, -0.66, 0.46], [-0.51, 1.24, 1.10], [-0.96, -0.61, 0.21], [0.83, 0.40, 0.43], [-0.28, -0.15, 0.28], [0.06, 0.27, 0.02], [0.07, -0.10, -0.38], [-0.65, 0.53, 1.32], [-0.87, -0.87, -1.13], [0.58, 0.30, -0.03], [0.03, -1.25, -0.59], [0.31, -0.82, -0.95], [-0.80, 1.56, 2.31], [1.74, -1.90, 0.37], [-0.55, 0.35, 0.46], [0.57, 2.02, -0.05], [-2.01, 0.98, 0.00], [0.52, 0.06, 0.53], [0.57, -0.05, -0.80], [0.35, -0.66, -0.50], [-0.06, 0.46, -0.47], [-0.02, -0.06, -1.03], [-0.01, -0.52, 0.83], [-0.37, 0.41, -0.51], [-0.59, 0.75, 0.38], [0.55, 0.29, 0.66], [-0.40, 0.08, -0.90], [-1.66, -0.88, 0.53], [2.32, 0.09, -0.33], [-0.34, -0.31, 0.01], [0.45, -0.90, -0.12], [-0.84, -0.12, -0.02], [0.66, 0.04, 0.24], [-0.10, 0.16, 0.03]],
  "mulliken_spin": [3.15, 0.01, 0.05, -0.09, 0.02, 0.01, 0.02, 0.03, 0.00, 0.00, -0.01, 0.01, 0.02, -0.04, -0.01, 0.00, 0.00, 0.00, 0.00, 0.00, 0.00, 0.00, 0.01, 0.00, 0.00, 0.00, 0.00, 0.00, 0.00, 0.00, 0.00, -0.03, 0.90, -0.03, 0.06, 0.07, 0.03, 0.00, 0.00, -0.01, -0.12, 0.00, 0.00, 0.00, 0.00, 0.04, 0.01, 0.00, 0.03, 0.00, 0.00, 0.01, 0.00, -0.01, 0.00, 0.00, 0.00, 0.02, 0.00, 0.00, 0.00, 0.00, 0.00, 0.00, 0.00, 0.02, 0.07, -0.13, -0.05, 0.01, 0.00, 0.00, 0.03, 0.06, 0.00, 0.00, 0.00, 0.00, 0.00, 0.00, -0.01, 0.04, -0.03, 0.06, -0.27, 0.06, -0.03, 0.00, 0.00, 0.03, 0.00, 0.00]
}

---

2.
{
  "formula": "C39H40NO6SSbW",
  "method": "wB97M-V/def2-TZVPD",
  "e_lumo_ha": -0.4970,
  "charge": 4,
  "orbital_gap_ev": 5.561,
  "species": ["W", "O", "C", "C", "N", "C", "C", "O", "O", "C", "C", "O", "O", "H", "H", "H", "H", "H", "H", "H", "H", "H", "C", "C", "C", "C", "C", "C", "C", "Sb", "C", "C", "C", "C", "C", "C", "C", "C", "C", "C", "C", "C", "C", "C", "H", "H", "H", "H", "H", "H", "H", "H", "H", "H", "H", "H", "H", "H", "H", "H", "H", "H", "H", "H", "H", "O", "S", "C", "C", "C", "C", "C", "C", "C", "C", "C", "C", "C", "C", "H", "H", "H", "H", "H", "H", "H", "H", "H", "H"],
  "positions_angstrom": [[-0.889, 1.020, 0.507], [-0.854, 1.657, 2.448], [-2.043, 2.264, 3.125], [-2.849, 2.904, 2.020], [-2.910, 2.073, 0.764], [-3.148, 2.947, -0.414], [-1.857, 3.226, -1.149], [-1.657, 3.858, -2.103], [-0.748, 2.543, -0.498], [-3.929, 0.985, 0.802], [-3.521, 0.074, -0.373], [-4.153, -0.390, -1.237], [-2.099, -0.131, -0.309], [-0.182, 1.380, 3.094], [-1.665, 3.015, 3.817], [-2.543, 1.457, 3.646], [-2.390, 3.851, 1.733], [-3.858, 3.117, 2.382], [-3.596, 3.901, -0.128], [-3.840, 2.487, -1.125], [-4.945, 1.366, 0.660], [-4.376, -0.336, 2.203], [2.173, 2.992, -2.968], [2.062, 2.839, -1.481], [2.237, 3.959, -0.638], [2.096, 3.891, 0.748], [1.798, 2.681, 1.342], [1.566, 1.523, 0.552], [1.775, 1.642, -0.869], [0.845, -0.024, -1.745], [-0.085, 0.129, -3.598], [-1.430, 0.527, -3.645], [-2.059, 0.609, -4.864], [-1.345, 0.292, -6.016], [-0.016, -0.099, -5.944], [0.657, -0.192, -4.731], [2.105, -0.600, -4.719], [1.948, -1.697, -1.196], [3.271, -1.495, -0.790], [4.094, -2.596, -0.618], [3.588, -3.870, -0.843], [2.266, -4.056, -1.236], [1.420, -2.974, -1.434], [0.008, -3.154, -1.919], [2.983, 3.674, -3.226], [1.252, 3.407, -3.384], [2.374, 2.038, -3.458], [2.503, 4.908, -1.092], [2.277, 4.772, 1.349], [1.818, 2.611, 2.423], [1.841, 0.585, 1.031], [-1.981, 0.738, -2.737], [-3.097, 0.908, -4.927], [-1.831, 0.349, -6.981], [0.521, -0.333, -6.855], [2.681, 0.018, -5.408], [2.222, -1.636, -5.039], [2.589, -0.513, -3.738], [3.673, -0.499, -0.641], [5.127, -2.460, -0.327], [4.232, -4.733, -0.725], [1.899, -5.058, -1.418], [-0.306, -4.193, -1.857], [-0.095, -2.852, -2.966], [-0.699, -2.559, -1.326], [-3.727, 0.361, 2.014], [0.078, -1.209, 1.430], [-1.315, -1.693, 2.453], [-1.413, -1.347, 3.799], [-2.482, -1.828, 4.539], [-3.439, -2.640, 3.935], [-3.319, -2.995, 2.594], [-2.250, -2.525, 1.843], [1.518, -1.269, 2.488], [1.934, -0.286, 3.385], [3.015, -0.523, 4.214], [3.677, -1.746, 4.159], [3.265, -2.723, 3.265], [2.191, -2.484, 2.417], [-0.629, -0.782, 4.289], [-2.551, -1.606, 5.596], [-4.259, -3.033, 4.523], [-4.035, -3.673, 2.147], [-2.123, -2.841, 0.814], [1.454, 0.683, 3.469], [3.340, 0.237, 4.912], [4.516, -1.931, 4.817], [3.775, -3.676, 3.226], [1.872, -3.241, 1.711]],
  "atomic_forces_ev_per_a": [[0.34, 0.36, -0.01], [0.27, -0.07, 0.43], [0.03, -0.03, -0.11], [-0.06, 0.07, 0.04], [0.01, -0.10, -0.01], [-0.06, 0.10, -0.08], [0.13, -0.01, 0.15], [-0.04, 0.07, -0.06], [-0.13, 0.36, -0.35], [-0.01, -0.07, -0.10], [0.22, 0.09, -0.04], [-0.07, -0.04, 0.11], [-0.40, -0.71, -0.01], [-0.05, -0.02, 0.05], [-0.01, 0.01, -0.01], [-0.03, 0.01, 0.01], [0.03, 0.00, 0.01], [0.00, -0.01, -0.03], [-0.03, -0.02, 0.01], [0.02, -0.05, 0.01], [0.02, 0.03, -0.05], [-0.05, 0.03, -0.07], [0.03, 0.02, -0.02], [-0.01, 0.13, -0.02], [-0.02, -0.13, -0.10], [-0.06, -0.15, 0.04], [0.05, 0.21, -0.01], [0.27, 0.29, -0.03], [-0.10, -0.15, 0.12], [0.18, -0.03, 0.39], [-0.39, 0.18, 0.16], [0.30, -0.10, 0.22], [-0.07, 0.01, -0.16], [0.10, -0.04, -0.06], [-0.20, 0.05, -0.26], [0.23, -0.03, 0.07], [-0.02, -0.01, 0.02], [0.11, -0.10, -0.13], [-0.02, 0.13, -0.01], [0.01, 0.00, 0.00], [0.00, -0.02, 0.00], [0.04, -0.02, -0.03], [-0.19, 0.10, -0.03], [-0.02, -0.02, 0.01], [0.00, -0.01, -0.01], [0.00, 0.00, 0.01], [0.00, 0.01, 0.00], [0.01, 0.00, 0.01], [0.00, 0.00, 0.00], [0.00, 0.00, -0.01], [-0.05, -0.07, -0.07], [0.00, 0.00, 0.01], [0.00, 0.00, -0.02], [0.01, 0.00, 0.00], [-0.01, 0.00, -0.01], [0.01, 0.00, -0.01], [0.00, -0.01, 0.00], [-0.03, 0.02, 0.01], [-0.01, -0.01, 0.01], [0.00, 0.01, 0.00], [0.00, 0.00, 0.01], [-0.01, 0.00, 0.00], [-0.01, 0.00, 0.01], [0.01, -0.02, 0.00], [0.00, 0.00, 0.00], [0.06, -0.06, 0.08], [-0.20, -0.31, 0.09], [0.08, 0.07, -0.02], [0.05, 0.04, -0.02], [-0.03, -0.03, -0.02], [0.01, -0.01, -0.03], [-0.01, 0.02, 0.03], [-0.02, -0.05, -0.01], [-0.06, 0.01, 0.00], [-0.08, 0.11, 0.08], [0.01, -0.02, -0.02], [0.02, -0.02, 0.00], [0.00, 0.02, -0.01], [-0.02, -0.11, -0.10], [0.00, 0.02, 0.01], [0.00, 0.02, -0.01], [0.01, 0.00, 0.00], [0.00, 0.01, -0.01], [-0.01, 0.02, 0.00], [-0.08, 0.01, -0.06], [-0.01, 0.00, 0.00], [0.00, -0.01, 0.00], [0.00, 0.00, -0.01], [0.01, -0.01, 0.02]],
  "lowdin_charge": [1.65, -0.21, -0.05, -0.06, -0.16, -0.01, -0.40, 0.28, -0.25, -0.25, -0.39, 0.28, -0.31, 0.10, 0.16, 0.13, 0.15, 0.17, 0.18, 0.17, 0.20, 0.16, 0.00, -0.26, 0.09, 0.01, -0.04, -0.31, -0.32, 1.80, -0.32, -0.12, -0.03, 0.01, 0.01, -0.30, -0.03, -0.37, -0.11, -0.04, 0.00, 0.00, -0.31, -0.03, 0.11, 0.11, 0.07, 0.15, 0.14, 0.12, 0.06, 0.07, 0.13, 0.14, 0.14, 0.11, 0.11, 0.04, 0.11, 0.13, 0.14, 0.14, 0.11, 0.10, 0.05, 0.04, 0.98, -0.47, -0.08, -0.02, -0.01, -0.03, -0.10, -0.47, -0.11, -0.02, 0.00, -0.01, -0.07, 0.11, 0.13, 0.14, 0.13, 0.11, 0.08, 0.13, 0.14, 0.14, 0.12]
}

---

For reference, energy relative to the best compared isomer or geometry (same formula, charge and spin) by record: 48.69; 16.95 kcal per mole.